1.
Density functional theory data (ωB97M-V/def2-TZVPD) for an isolated molecule of C3H6N2O.

XYZ file:
```
12
Properties=species:S:1:pos:R:3:forces:R:3
O 1.55622 1.83306 -0.74825 -0.4 -0.2 0.0
N -1.40472 -1.07080 -1.06893 -0.1 0.3 0.4
N 0.08069 0.29872 0.08662 0.1 0.1 -0.1
C 0.45154 1.33290 -0.73557 0.1 0.0 0.0
C 1.08061 -0.39458 0.88604 0.1 0.0 0.1
C -1.17527 -0.34698 -0.05831 -0.1 -0.2 -0.2
H 1.98879 0.20917 0.88393 -0.1 -0.1 0.0
H -2.34600 -1.46532 -1.01234 0.1 0.1 0.0
H 1.29696 -1.37674 0.44887 0.0 0.2 0.1
H -1.87952 -0.18082 0.77058 0.2 -0.1 -0.1
H 0.73225 -0.52999 1.91559 0.0 0.0 -0.1
H -0.38154 1.69135 -1.36823 0.1 -0.1 0.1
```
Positions in Å, forces in eV/Å.

The calculation puts the highest occupied orbital energy at -9.9 eV. For the lowest unoccupied orbital energy, the calculation gives 0.789 eV. The calculation puts the relative energy (zero: lowest compared OMol25 entry of this formula, charge and spin) at 30.1 kcal per mole. The calculation puts the molar mass at 86.09 g/mol. As for the total charge: 0. The SMILES is [H]/N=C/N(C)C=O.

---

2.
Density functional theory data (ωB97M-V/def2-TZVPD) for an isolated molecule of C5H5NO2 at a distorted geometry.

XYZ file:
```
13
Properties=species:S:1:pos:R:3:forces:R:3
O 2.68597 -0.47786 -0.47570 -3.6 5.3 3.4
O -2.04383 -0.37928 -0.25470 -4.3 -4.0 -1.3
N 0.62481 0.40898 0.52574 -0.5 -0.8 -2.5
C -1.14548 -1.37014 0.04827 1.5 0.4 -0.4
C 2.00608 0.54267 0.02620 1.3 -2.8 -4.0
C -0.52071 1.29321 0.05402 -0.9 3.9 1.8
C -1.83958 0.85874 -0.20619 5.8 7.1 1.2
C 0.13058 -0.97940 0.34202 1.6 -2.6 3.0
H -0.43352 2.55899 0.37321 0.0 -4.2 -1.2
H 2.44434 1.64593 -0.18303 -1.3 -2.4 1.1
H -2.55071 1.84099 -0.34311 1.0 -3.6 0.1
H -1.67656 -2.38392 -0.17773 1.8 1.9 1.0
H 0.92032 -1.73819 0.90771 -2.3 1.7 -2.2
```
Positions in Å, forces in eV/Å.

The calculation puts the highest occupied orbital energy at -8.0 eV. For the lowest unoccupied orbital energy, the calculation gives 0.652 eV. The calculation puts the relative energy (zero: lowest compared OMol25 entry of this formula, charge and spin) at 136.2 kcal per mole. The calculation puts the molar mass at 111.10 g/mol. As for the total charge: 0. The SMILES is O=CN1C=COC=C1.

---

3.
Density functional theory data (ωB97M-V/def2-TZVPD) for a structure of composition C8H16Cl8F8Mg2N4O16S8 at a distorted geometry.

XYZ file:
```
70
Properties=species:S:1:pos:R:3:forces:R:3
Cl -3.58144 5.34770 -5.01525 0.0 1.0 0.3
Cl -3.65992 6.76746 2.89297 0.5 0.8 -0.3
Cl -4.81924 9.34023 1.09837 -0.3 0.5 -0.2
Cl -7.39553 -1.46050 5.04957 -0.1 0.1 -0.1
Cl -3.31150 4.00663 -8.02681 0.1 0.0 0.1
Cl -4.57207 -2.25225 3.17359 -0.4 0.3 0.0
Cl -7.20406 -5.88898 -7.24898 0.2 -0.3 0.3
Cl -8.01750 -1.67593 -7.28676 0.2 -0.2 0.5
S 3.01651 -4.16564 5.95572 3.0 2.1 -2.2
S 9.08902 3.10563 3.96492 2.8 -3.1 4.6
S 8.08669 4.27328 2.24455 -2.8 5.3 -6.8
S -0.26088 -1.42294 -1.77046 -1.8 -3.7 -4.9
S 6.31988 -3.29519 -2.76146 1.5 4.6 -5.9
S 5.74498 -4.94514 -1.27565 0.0 -3.7 5.5
S 1.01952 -5.43097 6.62336 -4.0 -3.2 2.7
S 0.64860 -0.04526 -0.02073 0.0 1.9 5.2
Mg 6.47691 -0.50963 1.29103 0.0 0.2 -0.3
Mg 0.65109 -4.93296 1.55524 0.2 0.8 0.3
F 7.65365 4.04810 0.68602 -0.3 -0.4 0.6
F 0.24476 -2.88925 -2.32260 -0.7 0.5 0.0
F 6.35764 -1.72923 -2.60584 0.1 2.5 -1.3
F 0.23001 -0.24455 1.55343 0.1 -0.1 -0.7
F 0.03516 -6.51071 5.90388 -0.1 0.7 0.3
F 8.75474 1.61774 4.63824 0.4 1.3 -0.8
F 3.97707 -5.45831 6.14276 -0.9 1.5 0.0
F 6.40488 -5.20484 0.16542 -0.4 0.2 0.9
O 0.46019 -0.53954 -2.66075 -0.8 -0.3 1.5
O 10.53199 3.12218 3.73875 -2.9 -0.3 -0.1
O 6.91882 4.93469 2.78087 1.3 -1.2 0.2
O 6.54321 -5.94202 -1.96707 -1.5 2.1 -0.8
O 1.84046 -6.32688 7.43099 -0.9 1.9 -1.2
O 2.85000 -3.53596 7.28984 0.3 -1.9 -3.9
O -1.69964 -1.52501 -1.78797 1.4 0.5 -0.1
O 9.25827 5.10140 1.95844 -1.0 -2.0 2.0
O 7.62383 -3.58355 -3.29731 -0.9 -0.5 0.8
O 2.07509 0.20246 0.18377 -1.8 -0.3 -1.5
O 4.33589 -5.20251 -1.00342 1.3 0.8 -0.9
O 5.18546 -3.52041 -3.65605 1.2 -0.5 2.2
O 0.14067 -4.46692 7.26587 1.5 -1.4 -1.3
O -0.31403 1.01258 -0.39542 2.6 -2.9 -0.1
O 3.70575 -3.42565 4.83309 -2.3 -1.8 3.1
O 8.56840 4.01515 4.98626 0.3 -1.5 -2.7
N 1.64790 -5.00676 5.22879 3.1 2.1 1.4
N 8.20789 2.71537 2.52939 1.9 1.2 2.8
N 0.33779 -1.70152 -0.36311 1.4 3.6 1.2
N 6.18970 -3.29713 -1.21042 -1.5 -5.1 0.4
C -2.72381 3.32351 -6.50677 0.3 -1.5 0.8
C -7.81176 -4.29329 -7.72617 -1.1 -0.2 -0.3
C -7.52639 -3.26799 -6.65702 0.9 -1.2 -0.6
C -2.71154 7.80113 1.75506 0.4 1.7 -0.2
C -3.63462 3.61324 -5.33485 -0.4 0.6 0.0
C -3.12125 9.37784 1.64922 -0.7 -3.3 0.0
C -6.21516 -0.32021 4.37755 1.5 -0.4 -0.4
C -5.61067 -0.80525 3.06308 -1.3 0.5 -0.6
H -6.45516 -3.38344 -6.49192 0.1 1.0 0.3
H -7.38247 -4.10362 -8.70995 -0.2 0.3 0.2
H -2.65326 2.23976 -6.59953 -0.3 -0.1 -0.4
H -5.39763 -0.26929 5.09669 -0.3 0.5 0.2
H -2.52866 9.81020 0.84300 0.1 0.2 0.5
H -4.68905 3.41217 -5.52417 0.2 -0.3 -0.3
H -1.68671 3.58601 -6.29797 -0.2 0.7 -0.1
H -8.89818 -4.37923 -7.74684 0.1 -0.2 -0.7
H -6.67841 0.63697 4.13817 -0.1 0.0 0.5
H -1.64708 7.80919 1.98949 -0.1 -0.3 0.6
H -8.05115 -3.62417 -5.77053 -0.1 0.8 0.1
H -3.38562 3.16098 -4.37487 0.4 -0.4 -0.4
H -6.48298 -0.92508 2.42058 0.1 -1.1 -0.2
H -5.09970 -0.02567 2.49805 0.6 0.1 0.7
H -2.77970 7.28363 0.79816 -0.3 0.5 -0.1
H -3.12589 9.86840 2.62258 0.4 0.0 -0.3
```
Positions in Å, forces in eV/Å.

The calculation puts the highest occupied orbital energy at -10.6 eV. For the lowest unoccupied orbital energy, the calculation gives -8.050 eV. The calculation puts the relative energy (zero: lowest compared OMol25 entry of this formula, charge and spin) at 563.7 kcal per mole. The calculation puts the molar mass at 1164.98 g/mol. As for the total charge: 0.

---

4.
Density functional theory data (ωB97M-V/def2-TZVPD) for a structure of composition C7H15O6Sn at a distorted geometry.

XYZ file:
```
29
Properties=species:S:1:pos:R:3:forces:R:3
Sn -1.49610 13.57339 16.98393 3.3 0.0 0.3
O -4.01617 16.25409 21.29258 0.5 -0.2 -0.5
O 0.98975 13.09975 14.63980 0.4 -0.3 -0.2
O 2.81629 12.03248 15.44214 -0.7 0.1 0.6
O 0.99459 12.38291 16.70470 -1.3 -0.1 1.9
O -2.12399 14.95602 19.01715 -0.1 0.0 0.1
O 0.39143 15.23622 18.30393 -0.3 0.0 -0.8
C -1.25007 15.52327 20.01552 0.5 0.4 0.8
C -4.30032 15.90360 22.63107 0.7 0.1 0.6
C -4.22637 15.22002 20.36588 -0.8 -0.6 -0.5
C -0.07115 16.13290 19.29205 -0.9 0.2 -0.2
C 1.35800 15.90221 17.45628 0.5 -1.6 -0.4
C -3.46195 15.47991 19.07356 -0.7 0.7 -0.1
C 1.55919 12.49817 15.55731 -1.6 1.8 -1.1
H -3.53402 16.56766 18.94783 0.8 0.1 0.0
H -1.75306 16.31608 20.57414 -0.3 0.1 -0.4
H 3.03037 11.82586 16.36487 0.5 -0.4 -0.2
H 0.73467 16.45220 19.95401 0.0 -0.2 0.1
H -5.29551 15.20709 20.11909 0.0 0.0 -0.2
H 1.02268 16.83777 17.01239 -0.2 0.1 0.4
H 1.54224 15.19123 16.64853 0.0 0.1 -0.1
H -4.30092 16.83900 23.18663 -0.4 0.0 0.0
H -0.48238 17.01147 18.78434 0.3 0.2 0.0
H -5.21730 15.32651 22.75931 -0.2 0.3 -0.1
H -1.01893 14.81998 20.81949 0.2 -0.6 -0.6
H -3.47384 15.32826 23.06674 0.0 -0.2 -0.2
H 2.28920 15.96531 18.01727 0.0 0.5 0.0
H -3.92523 15.13186 18.14846 -0.4 -0.5 0.4
H -4.02191 14.21055 20.74137 0.3 0.1 0.3
```
Positions in Å, forces in eV/Å.

The calculation puts the highest occupied orbital energy at -12.3 eV. For the lowest unoccupied orbital energy, the calculation gives -6.455 eV. The calculation puts the relative energy (zero: lowest compared OMol25 entry of this formula, charge and spin) at 45.9 kcal per mole. The calculation puts the molar mass at 313.90 g/mol. As for the total charge: +1.